Entry 1:
{"formula": "C19H33Br30N6O3", "method": "ωB97M-V with the def2-TZVPD basis set", "symbols": ["N", "C", "N", "N", "C", "N", "C", "C", "C", "C", "O", "C", "N", "N", "C", "C", "O", "O", "H", "H", "H", "H", "H", "H", "H", "H", "H", "H", "H", "H", "H", "H", "H", "H", "H", "H", "H", "H", "H", "H", "H", "C", "Br", "Br", "Br", "H", "C", "Br", "Br", "Br", "H", "C", "Br", "Br", "Br", "H", "C", "Br", "Br", "Br", "H", "C", "Br", "Br", "Br", "H", "C", "Br", "Br", "Br", "H", "C", "Br", "Br", "Br", "H", "C", "Br", "Br", "Br", "H", "C", "Br", "Br", "Br", "H", "C", "Br", "Br", "Br", "H"], "positions_angstrom": [[4.2719, 0.0609, -0.3039], [3.1239, -0.6558, 0.2430], [2.4989, 0.1098, 1.2879], [3.6409, -1.8703, 0.8988], [2.1256, -1.2089, -0.8576], [0.9379, -0.2952, -1.1363], [-0.3156, -1.1137, -1.1426], [-1.6525, -0.2968, -1.0339], [-2.6683, -0.9666, -0.0528], [-3.0712, -0.0249, 1.1133], [-3.4719, 1.2685, 0.6543], [1.1202, 0.3257, -2.2742], [0.1363, 0.5234, -3.2061], [2.4082, 0.8940, -2.5543], [2.2994, 2.3762, -2.4853], [1.8378, 2.7969, -1.0913], [2.6136, 2.9342, -0.2147], [0.5156, 2.9858, -0.8766], [4.1842, 1.0663, -0.2024], [4.4577, -0.2078, -1.2601], [1.8976, -0.4595, 1.8708], [2.0357, 0.9435, 0.9490], [4.3510, -1.5783, 1.5624], [4.0688, -2.4658, 0.1953], [1.7791, -2.1723, -0.4643], [2.6584, -1.4559, -1.7799], [-0.3237, -1.8008, -1.9993], [-0.2824, -1.7215, -0.2300], [-2.1107, -0.3656, -2.0302], [-1.4437, 0.7587, -0.8184], [-3.5885, -1.1860, -0.6155], [-2.3048, -1.9392, 0.3094], [-2.1959, 0.0700, 1.7791], [-3.9375, -0.4588, 1.6254], [-2.6625, 1.7947, 0.6449], [0.0405, -0.0107, -4.0558], [-0.5748, 1.2038, -2.9646], [2.5479, 0.6624, -3.5408], [1.6729, 2.8112, -3.2801], [3.3166, 2.7693, -2.5876], [0.3219, 2.6887, 0.0272], [-6.7926, 1.4614, 0.8828], [-8.3062, 1.7816, -0.2730], [-6.3210, 3.0313, 1.8938], [-7.0726, -0.0694, 2.0240], [-5.9473, 1.2331, 0.2458], [8.1193, -0.7921, -0.7625], [6.7804, -2.0405, -1.3909], [9.7244, -0.8969, -1.8234], [7.4577, 1.0196, -0.6561], [8.3827, -1.0923, 0.2432], [1.4425, -3.3112, -5.2840], [-0.1166, -2.9525, -6.3536], [2.0924, -1.7032, -4.4152], [1.1344, -4.7218, -4.0107], [2.2250, -3.6442, -5.9557], [-1.4469, 2.9973, 3.9604], [-3.3600, 3.0845, 3.8125], [-0.8681, 1.6204, 5.1760], [-0.6291, 2.7931, 2.2144], [-1.1082, 3.9433, 4.3631], [3.3208, -5.4985, -8.9915], [3.7258, -3.8128, -8.1368], [2.0735, -6.5347, -7.9449], [2.7099, -5.2489, -10.8002], [4.2446, -6.0601, -9.0386], [9.5744, 3.8679, 2.0118], [10.3857, 2.1726, 2.4494], [10.2385, 4.5690, 0.3420], [7.6477, 3.7580, 2.0219], [9.8577, 4.5671, 2.7872], [-10.0304, -1.6924, -1.8047], [-11.9455, -1.6444, -2.0314], [-9.4889, -3.0881, -0.5902], [-9.1121, -1.8180, -3.4972], [-9.7402, -0.7513, -1.3550], [-14.2223, 1.4011, -2.5408], [-14.5178, 2.0226, -4.3430], [-13.3014, 2.7183, -1.4720], [-15.8619, 0.8226, -1.7056], [-13.5750, 0.5375, -2.6029], [-0.5011, -0.6613, 8.3318], [0.3624, 0.4925, 9.6100], [0.7409, -1.2874, 6.9865], [-1.4225, -2.1231, 9.1866], [-1.2500, -0.0687, 7.8225], [4.7680, 0.9442, 10.4227], [3.9825, 0.1194, 8.8658], [6.1691, 2.1815, 9.9465], [3.4307, 1.7744, 11.5410], [5.2244, 0.1551, 11.0052]], "lumo_ev": -4.350, "charge": 1, "gap_ev": 6.9, "homo_energy_ev": -11.24, "largest_force_ev_per_a": 3.43}



Entry 2:
{"formula": "C19H33Cl2N2O4RhS", "method": "ωB97M-V with the def2-TZVPD basis set", "symbols": ["O", "C", "C", "C", "H", "C", "H", "C", "H", "C", "H", "C", "H", "H", "C", "C", "H", "H", "H", "C", "C", "H", "H", "H", "H", "Rh", "Cl", "Cl", "C", "O", "N", "C", "C", "H", "H", "H", "H", "H", "H", "H", "H", "H", "C", "C", "N", "H", "C", "O", "H", "H", "H", "H", "C", "S", "C", "O", "H", "H", "H", "H", "H", "H"], "positions_angstrom": [[3.2102, 1.3655, -1.1057], [2.1671, 1.6025, -1.7252], [1.4240, 3.0139, -1.6917], [1.0611, 3.6460, -0.4793], [1.0039, 3.0365, 0.4153], [0.8873, 5.0308, -0.4407], [0.6498, 5.5092, 0.5171], [1.0643, 5.7932, -1.6175], [0.9800, 6.8788, -1.5792], [1.3328, 5.1419, -2.8356], [1.4890, 5.7274, -3.7759], [1.4396, 3.7314, -2.8459], [1.6603, 3.2265, -3.7969], [1.9232, 1.2288, -2.8423], [0.0853, -0.6228, -2.7252], [-0.4795, 0.3560, -1.6580], [-0.0110, -0.2742, -3.8954], [-0.5408, -1.5139, -2.6400], [1.1600, -0.8711, -2.6448], [-1.2946, 1.4222, -2.0605], [-2.3690, 1.2729, -3.1205], [-1.1389, 2.3599, -1.6323], [-2.3521, 1.9078, -3.9059], [-3.2436, 1.3752, -2.5541], [-2.2776, 0.2446, -3.4831], [-0.8592, -0.0720, 0.0933], [-1.6500, 1.9574, 0.7101], [-2.4428, -1.3791, -1.0623], [-2.6312, -1.1008, 2.1954], [-1.4017, -1.3170, 2.1732], [-3.5189, -1.9785, 2.6451], [-3.1000, -3.2656, 3.1561], [-4.9289, -1.6637, 2.7324], [-3.0454, -0.1445, 1.7889], [-2.0611, -3.4098, 2.8977], [-3.7224, -4.0312, 2.7046], [-3.2314, -3.2922, 4.2291], [-5.1298, -0.6683, 2.2843], [-5.2694, -1.6462, 3.7885], [-5.5300, -2.4228, 2.2002], [1.4966, -4.9510, -0.1004], [4.2440, -4.0153, -0.3015], [1.5405, -4.2195, -0.9903], [3.8370, -3.2776, -0.9775], [2.4340, -3.0817, -0.7133], [0.4573, -3.8772, -1.1989], [1.8366, -1.9610, -0.2400], [0.6184, -1.8344, -0.0671], [4.3062, -2.3214, -0.8216], [2.5733, -1.1929, -0.0273], [1.9141, -4.7967, -1.8821], [3.9789, -3.6019, -1.9933], [2.1602, -0.5362, 2.7111], [0.9016, 0.6619, 2.1203], [0.0193, 0.7717, 3.7028], [1.6371, 1.9254, 1.9390], [1.6597, -1.4992, 2.7833], [2.4891, -0.1683, 3.6934], [2.9899, -0.5355, 2.0003], [0.4782, 0.0519, 4.3790], [0.1325, 1.7916, 4.0658], [-1.0130, 0.5126, 3.5049]], "s2": 6.03, "lumo_ev": [0.440, -0.715], "charge": 0, "gap_ev": [6.6, 7.6], "homo_energy_ev": [-6.11, -8.29], "largest_force_ev_per_a": 5.32, "multiplicity": 5}



Entry 3:
{"formula": "C19H33ClGeO3SbSe4V", "method": "ωB97M-V with the def2-TZVPD basis set", "symbols": ["V", "C", "C", "C", "C", "O", "Ge", "O", "C", "C", "C", "C", "O", "C", "C", "C", "C", "H", "H", "H", "H", "H", "H", "H", "H", "H", "H", "H", "H", "H", "H", "H", "H", "H", "H", "H", "H", "H", "H", "H", "H", "H", "H", "H", "Cl", "C", "C", "C", "C", "C", "C", "C", "H", "H", "H", "H", "H", "H", "Se", "Sb", "Se", "Se", "Se"], "positions_angstrom": [[0.5260, -0.0791, 0.6890], [-2.0226, 3.4089, 1.3613], [-0.6258, 2.8153, 1.3993], [-0.0486, 2.8415, 2.8041], [0.2801, 3.5016, 0.3884], [-0.7113, 1.4307, 0.9616], [-1.9753, 0.0046, 1.5768], [-0.3100, -0.8235, 2.1795], [0.0265, -1.4079, 3.4774], [0.8178, -0.3973, 4.2877], [-1.2807, -1.7723, 4.1662], [0.8547, -2.6494, 3.1911], [-1.2658, -0.7552, -0.0082], [-1.9528, -1.5765, -0.9998], [-1.4476, -3.0007, -0.8305], [-1.5970, -1.0164, -2.3601], [-3.4491, -1.4908, -0.7479], [-1.9796, 4.4567, 1.6587], [-2.4387, 3.3559, 0.3545], [-2.6967, 2.9058, 2.0578], [0.0671, 3.8729, 3.1402], [-0.7182, 2.3258, 3.4915], [0.9332, 2.3572, 2.8366], [0.3405, 4.5688, 0.6083], [1.2924, 3.0927, 0.4340], [-0.1158, 3.3791, -0.6195], [0.2148, 0.4676, 4.5683], [1.1614, -0.8838, 5.2019], [1.6961, -0.0517, 3.7412], [-1.8947, -0.8871, 4.3459], [-1.8534, -2.4854, 3.5689], [-1.0730, -2.2312, 5.1322], [1.8049, -2.3767, 2.7269], [1.0710, -3.1743, 4.1212], [0.3190, -3.3281, 2.5259], [-0.3640, -3.0416, -0.9642], [-1.6894, -3.3847, 0.1620], [-1.9046, -3.6548, -1.5733], [-0.5223, -1.0772, -2.5179], [-2.0886, -1.5913, -3.1455], [-1.9033, 0.0269, -2.4466], [-3.7202, -1.8894, 0.2327], [-3.8057, -0.4613, -0.8250], [-3.9731, -2.0806, -1.4998], [-1.5349, 0.3839, -6.9784], [-0.4171, 0.3929, -5.6660], [-0.2174, 1.5719, -4.9497], [0.6676, 1.5751, -3.8966], [1.3659, 0.4016, -3.5302], [2.2504, 0.3931, -2.4425], [1.1486, -0.7714, -4.2903], [0.2704, -0.7770, -5.3487], [-0.7522, 2.4677, -5.2324], [0.8377, 2.4877, -3.3389], [2.8289, -0.4848, -2.1860], [2.5362, 1.3103, -1.9446], [1.6911, -1.6733, -4.0345], [0.1089, -1.6705, -5.9352], [5.9554, -1.9555, 1.9806], [6.1090, -0.6246, -0.1035], [5.5364, -1.9027, -1.9445], [6.8930, 1.5119, 0.2912], [2.7443, 0.1198, 0.6977]], "de_lowest_kcal_mol": 37.2, "s2": 4.21, "lumo_ev": [-5.262, -5.027], "charge": 1, "gap_ev": [4.9, 6.0], "homo_energy_ev": [-10.17, -11.03], "largest_force_ev_per_a": 1.31, "multiplicity": 4}



Entry 4:
{"formula": "C19H33ClO5", "method": "ωB97M-V with the def2-TZVPD basis set", "symbols": ["C", "C", "O", "O", "C", "C", "C", "Cl", "C", "O", "O", "C", "O", "H", "H", "H", "H", "H", "C", "C", "C", "C", "C", "C", "H", "H", "H", "H", "H", "H", "H", "H", "H", "H", "H", "H", "H", "H", "C", "C", "C", "C", "C", "C", "H", "H", "H", "H", "H", "H", "H", "H", "H", "H", "H", "H", "H", "H"], "positions_angstrom": [[-0.7113, -1.6072, 2.9578], [-0.8037, 0.0542, 2.8674], [0.0976, 0.7198, 3.6293], [-1.7771, 0.7308, 1.9718], [-2.9015, 1.2831, 2.7476], [-4.0387, 0.1101, 2.8841], [-4.4132, -0.9976, 1.9472], [-3.6792, -1.3790, 0.2887], [-5.5757, -1.7272, 2.8443], [-5.8376, -2.9995, 2.5352], [-6.1166, -0.8399, 3.9031], [-4.9542, 0.0414, 4.2535], [-4.7849, 0.5722, 5.4671], [-0.0892, -1.9740, 3.8863], [-1.8241, -2.0022, 2.9973], [-0.1411, -2.0299, 2.0002], [-3.3000, 2.3154, 2.3592], [-2.4862, 1.4749, 3.8494], [5.8067, -2.6943, -0.4910], [5.7115, -1.4250, 0.3409], [4.9689, -1.6264, 1.6635], [3.5006, -2.0489, 1.5310], [2.6186, -1.0944, 0.7221], [2.5100, 0.2901, 1.3438], [4.8189, -3.0634, -0.7813], [6.3706, -2.5005, -1.4097], [6.3234, -3.4849, 0.0624], [5.2384, -0.6333, -0.2490], [6.7280, -1.0764, 0.5619], [5.0312, -0.6999, 2.2464], [5.4945, -2.3874, 2.2534], [3.0795, -2.1543, 2.5387], [3.4463, -3.0458, 1.0787], [1.6117, -1.5249, 0.6568], [2.9825, -1.0119, -0.3074], [2.0989, 0.2317, 2.3555], [1.8455, 0.9203, 0.7433], [3.4824, 0.7885, 1.3925], [-0.9572, 0.5213, -1.4904], [-1.8208, 0.4414, -2.7395], [-1.0819, 0.8662, -4.0103], [-0.6003, 2.3220, -4.0308], [-1.6962, 3.3734, -3.8388], [-2.7419, 3.3550, -4.9440], [-0.6279, 1.5450, -1.2905], [-1.5248, 0.1800, -0.6182], [-0.0718, -0.1150, -1.5877], [-2.7246, 1.0434, -2.6008], [-2.1589, -0.5949, -2.8633], [-1.7336, 0.6849, -4.8732], [-0.2114, 0.2133, -4.1499], [-0.0956, 2.5052, -4.9876], [0.1634, 2.4655, -3.2578], [-1.2262, 4.3645, -3.8229], [-2.1823, 3.2506, -2.8653], [-2.2802, 3.5280, -5.9200], [-3.4819, 4.1441, -4.7739], [-3.2776, 2.4020, -4.9774]], "de_lowest_kcal_mol": 165.2, "lumo_ev": -2.047, "charge": 0, "gap_ev": 8.8, "homo_energy_ev": -10.83, "smiles": "CC(=O)OCC1=C(Cl)C(=O)OC1=O.CCCCCC.CCCCCC", "largest_force_ev_per_a": 9.61}